{"formula": "C30H27Br2IrN4OS2", "method": "ωB97M-V/def2-TZVPD", "elements": ["Ir", "C", "N", "C", "C", "N", "C", "C", "C", "C", "C", "C", "C", "S", "C", "C", "C", "C", "C", "C", "S", "H", "H", "H", "H", "H", "H", "H", "H", "H", "H", "H", "H", "H", "H", "H", "H", "H", "H", "Br", "C", "C", "C", "Br", "C", "C", "C", "C", "N", "C", "C", "O", "H", "H", "H", "H", "C", "C", "C", "N", "C", "C", "H", "H", "H", "H", "H"], "positions_angstrom": [[0.258, 0.215, 0.032], [-1.263, 2.735, -0.912], [-1.477, 1.612, 0.056], [-2.697, 0.899, -0.395], [-2.869, -0.386, 0.342], [-1.825, -1.343, -0.085], [-1.878, -2.482, 0.852], [-2.047, -1.746, -1.473], [-3.029, -2.695, -1.760], [-3.281, -3.084, -3.062], [-2.546, -2.518, -4.098], [-1.577, -1.574, -3.824], [-1.315, -1.169, -2.509], [-0.043, 0.042, -2.313], [-1.681, 2.156, 1.412], [-2.523, 3.254, 1.565], [-2.759, 3.782, 2.820], [-2.148, 3.212, 3.932], [-1.311, 2.125, 3.777], [-1.073, 1.585, 2.511], [-0.033, 0.190, 2.358], [-2.236, 3.136, -1.197], [-0.771, 2.359, -1.801], [-0.667, 3.508, -0.448], [-2.586, 0.717, -1.462], [-3.563, 1.548, -0.254], [-3.865, -0.794, 0.145], [-2.772, -0.245, 1.421], [-1.346, -3.336, 0.441], [-2.913, -2.777, 1.043], [-1.435, -2.175, 1.800], [-3.610, -3.133, -0.958], [-4.048, -3.818, -3.267], [-2.728, -2.817, -5.122], [-0.996, -1.135, -4.626], [-3.001, 3.701, 0.703], [-3.409, 4.640, 2.927], [-2.321, 3.621, 4.918], [-0.818, 1.681, 4.634], [1.443, 4.942, 1.247], [2.631, 3.617, 0.633], [4.001, 3.917, 0.498], [4.888, 2.965, 0.083], [6.713, 3.411, -0.080], [4.448, 1.653, -0.218], [5.264, 0.586, -0.644], [4.695, -0.620, -0.930], [3.308, -0.793, -0.785], [2.516, 0.166, -0.354], [3.073, 1.386, -0.079], [2.161, 2.360, 0.347], [0.886, 2.013, 0.467], [4.341, 4.916, 0.730], [6.330, 0.736, -0.744], [5.293, -1.454, -1.270], [2.860, -1.733, -1.058], [1.726, -4.542, 0.510], [1.816, -3.641, 1.558], [1.407, -2.337, 1.358], [0.907, -1.911, 0.187], [0.845, -2.779, -0.836], [1.244, -4.096, -0.709], [2.038, -5.571, 0.639], [2.202, -3.934, 2.525], [1.501, -1.604, 2.146], [0.483, -2.393, -1.775], [1.180, -4.752, -1.566]], "forces_ev_per_a": [[-0.64, 0.34, 0.27], [0.06, 0.17, -0.03], [0.30, -0.53, -0.21], [-0.27, 0.06, -0.07], [0.05, -0.05, 0.03], [-0.09, -0.04, -0.12], [0.10, 0.03, 0.00], [0.00, -0.03, 0.12], [0.04, 0.01, -0.01], [-0.02, 0.00, -0.03], [0.00, -0.02, -0.01], [-0.03, 0.00, 0.00], [-0.04, 0.13, 0.03], [0.42, -0.06, -0.30], [-0.24, 0.29, -0.08], [-0.02, -0.06, -0.02], [0.00, 0.02, 0.04], [0.00, -0.02, 0.00], [-0.02, 0.03, -0.02], [0.10, -0.05, 0.13], [0.18, -0.24, 0.30], [0.03, 0.02, 0.02], [-0.06, -0.04, -0.03], [0.03, 0.03, 0.05], [-0.04, 0.02, -0.05], [0.06, 0.04, 0.07], [0.02, -0.08, -0.03], [0.01, 0.04, -0.03], [0.01, 0.00, 0.04], [0.01, -0.02, 0.00], [0.01, 0.02, -0.03], [0.02, 0.01, -0.01], [0.01, 0.00, 0.00], [0.00, 0.01, 0.01], [-0.03, -0.01, 0.02], [0.02, 0.01, 0.06], [0.01, -0.02, 0.01], [0.01, 0.00, -0.02], [-0.02, 0.02, -0.02], [0.00, -0.08, -0.05], [0.04, 0.14, 0.10], [-0.10, -0.04, -0.01], [-0.02, -0.01, 0.03], [0.03, 0.00, 0.00], [0.00, -0.01, -0.02], [0.08, 0.05, 0.00], [-0.05, -0.05, -0.01], [0.04, 0.23, -0.10], [-0.01, -0.21, -0.07], [-0.04, -0.25, -0.07], [-0.35, -0.12, 0.06], [0.50, 0.76, -0.16], [0.00, 0.00, 0.00], [-0.02, 0.01, -0.01], [-0.04, 0.02, -0.01], [0.04, -0.01, 0.03], [0.02, -0.04, 0.02], [0.02, -0.03, 0.01], [-0.01, 0.01, -0.17], [-0.08, -0.36, 0.24], [-0.03, -0.02, 0.11], [0.01, 0.00, -0.04], [-0.01, 0.02, 0.00], [0.00, 0.02, -0.02], [0.00, -0.04, 0.02], [0.04, -0.02, 0.02], [-0.02, 0.01, 0.01]], "total_energy_ha": -7502.19939, "lumo_energy_ev": [-3.79, -4.14], "homo_lumo_gap_ev": [6.62, 6.21], "de_lowest_kj_mol": 143.16, "s2": 0.7561, "multiplicity": 2, "charge": 1}